C30H29N4PdSSi | ωB97M-V with the def2-TZVPD basis set

Geometry (Å):
Pd (1.05533, -1.02456, 0.12161)
C (6.18899, 0.77806, -0.37030)
N (5.44553, 0.30977, 0.77542)
C (5.84317, 0.40415, 2.09743)
C (4.83958, -0.08663, 2.84302)
N (3.83449, -0.48379, 1.98044)
C (4.19930, -0.22699, 0.69025)
S (3.35781, -0.41929, -0.76224)
C (2.54483, -0.92662, 2.41133)
C (1.90636, -0.25692, 3.41679)
C (0.59729, -0.68635, 3.75573)
C (0.00579, -1.64281, 2.99064)
C (0.73344, -2.23921, 1.91357)
N (2.07976, -2.00426, 1.74725)
H (7.18813, 1.05677, -0.04085)
H (5.69041, 1.63826, -0.81766)
H (6.24688, -0.00876, -1.12066)
H (6.80297, 0.79958, 2.37533)
H (4.74160, -0.20903, 3.90523)
H (2.35812, 0.61161, 3.87341)
H (0.06244, -0.20677, 4.56588)
H (-1.01975, -1.95138, 3.15010)
H (0.37064, -3.17953, 1.51540)
C (0.43562, 3.52710, -0.65876)
C (1.57685, 2.51199, -0.61996)
C (2.25608, 2.47007, 0.67469)
N (2.78951, 2.43587, 1.69237)
H (-0.03620, 3.50890, -1.64103)
H (0.80467, 4.53765, -0.47567)
H (-0.32486, 3.29032, 0.08332)
H (2.32859, 2.73880, -1.37851)
H (1.22445, 1.48937, -0.79857)
C (-1.99735, 0.18080, -5.31107)
C (-1.24890, 1.06300, -4.54029)
C (-1.00411, 0.78097, -3.20457)
C (-1.49783, -0.36896, -2.57746)
C (-2.24908, -1.23535, -3.37638)
C (-2.49312, -0.97217, -4.72126)
Si (-1.08419, -0.68576, -0.72269)
C (-2.27208, -2.15686, -0.35720)
C (-1.79130, -3.46411, -0.48933)
C (-2.59535, -4.57455, -0.26184)
C (-3.91770, -4.40568, 0.12764)
C (-4.41863, -3.11982, 0.27978)
C (-3.60635, -2.01763, 0.03600)
C (-2.00713, 0.79178, 0.10188)
C (-1.57884, 1.21803, 1.36466)
C (-2.17409, 2.28933, 2.01946)
C (-3.21520, 2.98240, 1.41394)
C (-3.65679, 2.58497, 0.15871)
C (-3.06170, 1.50163, -0.47974)
H (-2.18872, 0.39074, -6.35694)
H (-0.85084, 1.97030, -4.98163)
H (-0.40999, 1.48258, -2.62635)
H (-2.66106, -2.13927, -2.94098)
H (-3.07879, -1.67296, -5.30617)
H (-0.75282, -3.61013, -0.77443)
H (-2.18435, -5.57096, -0.38103)
H (-4.54854, -5.26667, 0.31589)
H (-5.44757, -2.97185, 0.58931)
H (-4.02628, -1.02533, 0.16272)
H (-0.74085, 0.70590, 1.82751)
H (-1.81099, 2.59507, 2.99458)
H (-3.67409, 3.82853, 1.91249)
H (-4.46543, 3.12161, -0.32558)
H (-3.41778, 1.21507, -1.46467)

E_LUMO   0.0970 hartree
Energy relative to the best compared isomer or geometry (same formula, charge and spin)   0.00 kJ/mol
Max |F|   0.4 eV/A
Gap between HOMO and LUMO   5.864 eV
Electronic energy   -59736.2624 eV
Charge   -1

Per-atom natural (NBO) charges, elementary charge units: number 1, Pd, carries 0.051; number 2, C, carries -0.397; number 3, N, carries -0.371; number 4, C, carries -0.079; number 5, C, carries -0.052; number 6, N, carries -0.388; number 7, C, carries 0.292; number 8, S, carries -0.269; number 9, C, carries 0.336; number 10, C, carries -0.326; number 11, C, carries -0.224; number 12, C, carries -0.243; number 13, C, carries -0.078; number 14, N, carries -0.523; number 15, H, carries 0.197; number 16, H, carries 0.218; number 17, H, carries 0.226; number 18, H, carries 0.216; number 19, H, carries 0.232; number 20, H, carries 0.226; number 21, H, carries 0.204; number 22, H, carries 0.219; number 23, H, carries 0.211; number 24, C, carries -0.596; number 25, C, carries -0.546; number 26, C, carries 0.352; number 27, N, carries -0.414; number 28, H, carries 0.212; number 29, H, carries 0.197; number 30, H, carries 0.236; number 31, H, carries 0.237; number 32, H, carries 0.295; number 33, C, carries -0.248; number 34, C, carries -0.219; number 35, C, carries -0.234; number 36, C, carries -0.324; number 37, C, carries -0.249; number 38, C, carries -0.224; number 39, Si, carries 0.893; number 40, C, carries -0.430; number 41, C, carries -0.154; number 42, C, carries -0.251; number 43, C, carries -0.244; number 44, C, carries -0.216; number 45, C, carries -0.225; number 46, C, carries -0.439; number 47, C, carries -0.225; number 48, C, carries -0.225; number 49, C, carries -0.241; number 50, C, carries -0.253; number 51, C, carries -0.158; number 52, H, carries 0.195; number 53, H, carries 0.194; number 54, H, carries 0.195; number 55, H, carries 0.211; number 56, H, carries 0.196; number 57, H, carries 0.206; number 58, H, carries 0.197; number 59, H, carries 0.196; number 60, H, carries 0.195; number 61, H, carries 0.210; number 62, H, carries 0.233; number 63, H, carries 0.200; number 64, H, carries 0.196; number 65, H, carries 0.196; number 66, H, carries 0.199